Density functional theory data (wB97M-V/def2-TZVPD) for a cluster of 9 separate species, C76H74N6O20S in total at a distorted geometry.

Last columns: bonded neighbours and bond lengths (Å).
Element x y z (Å)
1 C -4.165 -0.775 1.899  C2 1.670, H40 1.173, H41 1.174, H42 1.194
2 C -3.162 0.359 1.193  C1 1.670, O3 1.487, H43 1.188, H44 1.193
3 O -1.744 0.193 1.608  C2 1.487, C4 1.495
4 C -0.958 1.295 0.974  O3 1.495, C5 1.623, H45 1.170, H46 1.194
5 C -0.020 0.835 -0.268  C4 1.623, C6 1.631, H47 1.194, H48 1.195
6 C 1.487 0.307 0.064  C5 1.631, C7 1.675, C20 1.620, C27 1.671
7 C 1.451 -1.105 -0.835  C6 1.675, C8 1.620, H49 1.195, H50 1.172
8 C 2.885 -1.819 -1.082  C7 1.620, C9 1.663, H51 1.195, H52 1.168
9 C 3.258 -3.038 -0.014  C8 1.663, C10 1.665, H53 1.168, H54 1.193
10 C 4.877 -3.369 -0.211  C9 1.665, C11 1.651, H55 1.170, H56 1.190
11 C 5.684 -3.537 1.220  C10 1.651, C12 1.671, H57 1.193, H58 1.179
12 C 7.030 -2.550 1.304  C11 1.671, C13 1.650, H59 1.193, H60 1.176
13 C 8.105 -3.026 2.461  C12 1.650, S14 1.908, H61 1.172, H62 1.183
14 S 8.097 -1.888 3.992  C13 1.908, C15 1.879
15 C 6.536 -2.157 5.002  S14 1.879, N16 1.518, O19 1.472
16 N 5.930 -1.380 6.156  C15 1.518, N17 1.391
17 N 4.761 -2.090 6.408  N16 1.391, C18 1.534
18 C 4.505 -3.322 5.531  N17 1.534, O19 1.477, H63 1.172
19 O 5.697 -3.317 4.660  C15 1.472, C18 1.477
20 C 1.945 -0.243 1.517  C6 1.620, N21 1.506, C24 1.676, H64 1.183
21 N 1.476 0.361 2.815  C20 1.506, C22 1.401
22 C 1.266 -0.627 3.786  N21 1.401, O23 1.361
23 O 1.381 -1.679 4.641  C22 1.361
24 C 3.601 -0.144 1.750  C20 1.676, O25 1.336, N26 1.512
25 O 4.330 -0.782 2.671  C24 1.336
26 N 3.964 0.788 0.617  C24 1.512, C27 1.545, H65 1.046
27 C 2.778 1.331 -0.211  C6 1.671, N26 1.545, C28 1.643, C34 1.675
28 C 3.222 1.602 -1.769  C27 1.643, C29 1.636, H66 1.194, H67 1.194
29 C 2.215 2.562 -2.629  C28 1.636, C30 1.647, H68 1.168, H69 1.193
30 C 2.965 3.628 -3.636  C29 1.647, C31 1.645, H70 1.191, H71 1.173
31 C 3.200 5.075 -2.888  C30 1.645, C32 1.641, H72 1.186, H73 1.174
32 C 1.834 5.947 -2.636  C31 1.641, N33 1.543, H74 1.174, H75 1.179
33 N 2.120 6.828 -1.402  C32 1.543, H76 1.045, H77 1.056
34 C 2.704 2.867 0.451  C27 1.675, C35 1.674, N39 1.498
35 C 4.215 3.580 0.554  C34 1.674, C36 1.669, H78 1.169
36 C 4.319 5.123 1.180  C35 1.669, C37 1.654, H79 1.179
37 C 2.870 5.795 1.608  C36 1.654, C38 1.639, H80 1.172
38 C 1.515 4.901 1.379  C37 1.639, N39 1.498, H81 1.195
39 N 1.408 3.503 0.849  C34 1.498, C38 1.498
40 H -3.584 -1.733 2.246  C1 1.173
41 H -4.971 -1.027 1.083  C1 1.174
42 H -4.714 -0.213 2.798  C1 1.194
43 H -3.622 1.405 1.517  C2 1.188
44 H -3.150 0.264 0.004  C2 1.193
45 H -0.433 1.891 1.834  C4 1.170
46 H -1.785 2.034 0.530  C4 1.194
47 H 0.105 1.789 -0.976  C5 1.194
48 H -0.678 0.079 -0.918  C5 1.195
49 H 1.041 -0.797 -1.914  C7 1.195
50 H 0.679 -1.879 -0.415  C7 1.172
51 H 2.807 -2.374 -2.138  C8 1.195
52 H 3.818 -1.123 -1.171  C8 1.168
53 H 3.004 -2.787 1.098  C9 1.168
54 H 2.699 -4.010 -0.422  C9 1.193
55 H 5.448 -2.556 -0.829  C10 1.170
56 H 4.985 -4.387 -0.818  C10 1.190
57 H 6.129 -4.643 1.216  C11 1.193
58 H 4.974 -3.401 2.151  C11 1.179
59 H 7.624 -2.594 0.270  C12 1.193
60 H 6.734 -1.435 1.534  C12 1.176
61 H 7.945 -4.125 2.836  C13 1.172
62 H 9.197 -2.924 2.018  C13 1.183
63 H 3.597 -4.064 5.539  C18 1.172
64 H 1.459 -1.321 1.556  C20 1.183
65 H 4.779 0.447 0.057  N26 1.046
66 H 4.298 2.117 -1.819  C28 1.194
67 H 3.349 0.603 -2.411  C28 1.194
68 H 1.436 3.171 -2.007  C29 1.168
69 H 1.583 1.839 -3.337  C29 1.193
70 H 2.231 3.848 -4.549  C30 1.191
71 H 3.939 3.141 -4.073  C30 1.173
72 H 3.894 5.733 -3.589  C31 1.186
73 H 3.780 4.852 -1.892  C31 1.174
74 H 0.896 5.299 -2.355  C32 1.174
75 H 1.542 6.656 -3.531  C32 1.179
76 H 1.240 7.273 -1.053  N33 1.045
77 H 2.840 7.560 -1.651  N33 1.056
78 H 5.208 3.073 0.201  C35 1.169
79 H 5.343 5.695 1.297  C36 1.179
80 H 2.869 6.891 2.021  C37 1.172
81 H 0.489 5.440 1.668  C38 1.195
82 C -1.681 3.096 -7.859  C83 1.337, C88 1.476, H90 1.083
83 C -0.771 3.822 -7.202  C82 1.337, C84 1.476, H91 1.083
84 C -0.684 3.792 -5.729  C83 1.476, O85 1.223, C86 1.476
85 O 0.148 4.457 -5.128  C84 1.223
86 C -1.640 2.927 -5.010  C84 1.476, C87 1.337, H92 1.083
87 C -2.550 2.200 -5.666  C86 1.337, C88 1.476, H93 1.083
88 C -2.637 2.231 -7.139  C82 1.476, C87 1.476, O89 1.223
89 O -3.468 1.565 -7.741  C88 1.223
90 H -1.759 3.107 -8.939  C82 1.083
91 H -0.062 4.461 -7.716  C83 1.083
92 H -1.562 2.915 -3.929  C86 1.083
93 H -3.259 1.562 -5.152  C87 1.083
94 C -1.159 -3.153 -6.641  C95 1.337, C100 1.476, H102 1.083
95 C -1.182 -1.904 -6.164  C94 1.337, C96 1.476, H103 1.083
96 C -0.562 -1.567 -4.868  C95 1.476, O97 1.223, C98 1.476
97 O -0.584 -0.425 -4.431  C96 1.223
98 C 0.087 -2.662 -4.120  C96 1.476, C99 1.337, H104 1.083
99 C 0.110 -3.911 -4.596  C98 1.337, C100 1.476, H105 1.083
100 C -0.511 -4.248 -5.892  C94 1.476, C99 1.476, O101 1.223
101 O -0.488 -5.390 -6.329  C100 1.223
102 H -1.610 -3.418 -7.589  C94 1.083
103 H -1.653 -1.090 -6.702  C95 1.083
104 H 0.538 -2.398 -3.171  C98 1.083
105 H 0.581 -4.725 -4.058  C99 1.083
106 C -4.530 -4.249 -2.812  C107 1.337, C112 1.476, H114 1.083
107 C -5.750 -3.711 -2.897  C106 1.337, C108 1.476, H115 1.083
108 C -5.981 -2.283 -2.600  C107 1.476, O109 1.223, C110 1.476
109 O -7.098 -1.791 -2.675  C108 1.223
110 C -4.811 -1.473 -2.206  C108 1.476, C111 1.337, H116 1.083
111 C -3.590 -2.011 -2.121  C110 1.337, C112 1.476, H117 1.083
112 C -3.360 -3.439 -2.419  C106 1.476, C111 1.476, O113 1.223
113 O -2.243 -3.931 -2.343  C112 1.223
114 H -4.344 -5.294 -3.026  C106 1.083
115 H -6.619 -4.292 -3.184  C107 1.083
116 H -4.997 -0.428 -1.993  C110 1.083
117 H -2.722 -1.431 -1.834  C111 1.083
118 C 3.645 1.409 6.338  C119 1.337, C124 1.476, H126 1.083
119 C 4.580 1.240 7.279  C118 1.337, C120 1.476, H127 1.083
120 C 4.852 2.285 8.285  C119 1.476, O121 1.223, C122 1.476
121 O 5.708 2.131 9.146  C120 1.223
122 C 4.051 3.523 8.213  C120 1.476, C123 1.337, H128 1.083
123 C 3.117 3.693 7.272  C122 1.337, C124 1.476, H129 1.083
124 C 2.845 2.648 6.266  C118 1.476, C123 1.476, O125 1.223
125 O 1.989 2.801 5.406  C124 1.223
126 H 3.434 0.653 5.592  C118 1.083
127 H 5.175 0.337 7.345  C119 1.083
128 H 4.263 4.279 8.960  C122 1.083
129 H 2.522 4.595 7.206  C123 1.083
130 C 0.503 8.793 -4.920  C131 1.337, C136 1.476, H138 1.083
131 C -0.718 9.331 -5.005  C130 1.337, C132 1.476, H139 1.083
132 C -0.948 10.758 -4.708  C131 1.476, O133 1.223, C134 1.476
133 O -2.066 11.251 -4.783  C132 1.223
134 C 0.222 11.568 -4.315  C132 1.476, C135 1.337, H140 1.083
135 C 1.442 11.030 -4.230  C134 1.337, C136 1.476, H141 1.083
136 C 1.673 9.603 -4.527  C130 1.476, C135 1.476, O137 1.223
137 O 2.790 9.110 -4.451  C136 1.223
138 H 0.689 7.747 -5.134  C130 1.083
139 H -1.586 8.750 -5.292  C131 1.083
140 H 0.035 12.614 -4.101  C134 1.083
141 H 2.311 11.611 -3.942  C135 1.083
142 C -7.571 -7.294 -3.001  C143 1.337, C148 1.476, H150 1.083
143 C -8.545 -8.189 -2.805  C142 1.337, C144 1.476, H151 1.083
144 C -8.243 -9.621 -2.612  C143 1.476, O145 1.223, C146 1.476
145 O -9.134 -10.440 -2.435  C144 1.223
146 C -6.823 -10.026 -2.643  C144 1.476, C147 1.337, H152 1.083
147 C -5.849 -9.132 -2.840  C146 1.337, C148 1.476, H153 1.083
148 C -6.152 -7.700 -3.032  C142 1.476, C147 1.476, O149 1.223
149 O -5.261 -6.880 -3.210  C148 1.223
150 H -7.775 -6.240 -3.145  C142 1.083
151 H -9.591 -7.907 -2.779  C143 1.083
152 H -6.619 -11.080 -2.500  C146 1.083
153 H -4.804 -9.413 -2.866  C147 1.083
154 C -8.592 -3.814 3.644  C155 1.337, C160 1.476, H162 1.083
155 C -7.472 -4.042 2.951  C154 1.337, C156 1.476, H163 1.083
156 C -7.136 -3.247 1.753  C155 1.476, O157 1.223, C158 1.476
157 O -6.113 -3.457 1.117  C156 1.223
158 C -8.085 -2.188 1.353  C156 1.476, C159 1.337, H164 1.083
159 C -9.204 -1.959 2.046  C158 1.337, C160 1.476, H165 1.083
160 C -9.540 -2.755 3.244  C154 1.476, C159 1.476, O161 1.223
161 O -10.563 -2.545 3.880  C160 1.223
162 H -8.853 -4.388 4.524  C154 1.083
163 H -6.766 -4.815 3.232  C155 1.083
164 H -7.823 -1.613 0.473  C158 1.083
165 H -9.910 -1.187 1.765  C159 1.083
166 C 0.454 -2.622 7.204  C167 1.337, C172 1.476, H174 1.083
167 C 1.364 -1.895 7.860  C166 1.337, C168 1.476, H175 1.083
168 C 1.451 -1.926 9.334  C167 1.476, O169 1.223, C170 1.476
169 O 2.283 -1.260 9.935  C168 1.223
170 C 0.495 -2.791 10.053  C168 1.476, C171 1.337, H176 1.083
171 C -0.415 -3.517 9.397  C170 1.337, C172 1.476, H177 1.083
172 C -0.502 -3.486 7.924  C166 1.476, C171 1.476, O173 1.223
173 O -1.334 -4.152 7.322  C172 1.223
174 H 0.376 -2.610 6.124  C166 1.083
175 H 2.073 -1.257 7.347  C167 1.083
176 H 0.573 -2.802 11.134  C170 1.083
177 H -1.124 -4.156 9.911  C171 1.083

Values from the calculation:
Kohn-Sham gap: 6.228 eV
SMILES: CCOCC[C@]1(CCCCCCCSc2nnco2)[C@H](N=C=O)C(=O)N[C@]1(CCCCCN)c1ccccn1.O=C1C=CC(=O)C=C1.O=C1C=CC(=O)C=C1.O=C1C=CC(=O)C=C1.O=C1C=CC(=O)C=C1.O=C1C=CC(=O)C=C1.O=C1C=CC(=O)C=C1.O=C1C=CC(=O)C=C1.O=C1C=CC(=O)C=C1
multiplicity: 1
HOMO energy: -8.27 eV
molecular weight: 1423.5 g mol⁻¹

Atomic partial charges in e from the Mulliken method, atoms 1 to 99: number 1, C, carries -0.570; number 2, C, carries -0.076; number 3, O, carries -0.324; number 4, C, carries -0.629; number 5, C, carries 0.842; number 6, C, carries 2.239; number 7, C, carries -1.023; number 8, C, carries -0.580; number 9, C, carries -0.274; number 10, C, carries -0.668; number 11, C, carries -0.202; number 12, C, carries -0.331; number 13, C, carries -0.643; number 14, S, carries -0.114; number 15, C, carries 0.298; number 16, N, carries -0.469; number 17, N, carries -0.006; number 18, C, carries -0.044; number 19, O, carries -0.270; number 20, C, carries -0.770; number 21, N, carries -0.425; number 22, C, carries 0.454; number 23, O, carries -0.583; number 24, C, carries -0.602; number 25, O, carries -0.405; number 26, N, carries 0.259; number 27, C, carries -0.070; number 28, C, carries -0.646; number 29, C, carries 0.772; number 30, C, carries -0.514; number 31, C, carries -0.536; number 32, C, carries 0.672; number 33, N, carries -0.428; number 34, C, carries -0.235; number 35, C, carries -0.481; number 36, C, carries -0.489; number 37, C, carries -0.345; number 38, C, carries -0.406; number 39, N, carries 0.011; number 40, H, carries 0.238; number 41, H, carries -0.041; number 42, H, carries 0.311; number 43, H, carries 0.220; number 44, H, carries 0.061; number 45, H, carries 0.171; number 46, H, carries 0.434; number 47, H, carries -0.156; number 48, H, carries -0.726; number 49, H, carries 0.013; number 50, H, carries 0.502; number 51, H, carries 0.188; number 52, H, carries 0.171; number 53, H, carries 0.056; number 54, H, carries 0.392; number 55, H, carries 0.310; number 56, H, carries 0.289; number 57, H, carries 0.449; number 58, H, carries -0.085; number 59, H, carries 0.375; number 60, H, carries 0.028; number 61, H, carries 0.328; number 62, H, carries 0.350; number 63, H, carries 0.330; number 64, H, carries 1.062; number 65, H, carries 0.441; number 66, H, carries 0.389; number 67, H, carries 0.223; number 68, H, carries -0.437; number 69, H, carries -0.134; number 70, H, carries 0.019; number 71, H, carries 0.396; number 72, H, carries 0.412; number 73, H, carries 0.034; number 74, H, carries 0.179; number 75, H, carries -0.692; number 76, H, carries 0.229; number 77, H, carries 0.224; number 78, H, carries 0.240; number 79, H, carries 0.296; number 80, H, carries 0.333; number 81, H, carries 0.297; number 82, C, carries -0.503; number 83, C, carries -0.341; number 84, C, carries 0.289; number 85, O, carries -0.501; number 86, C, carries -0.070; number 87, C, carries -0.424; number 88, C, carries 0.259; number 89, O, carries -0.588; number 90, H, carries 0.420; number 91, H, carries 0.462; number 92, H, carries 0.451; number 93, H, carries 0.491; number 94, C, carries -0.457; number 95, C, carries -0.631; number 96, C, carries 0.268; number 97, O, carries -0.369; number 98, C, carries 0.020; number 99, C, carries -0.244